Here is C34H45AsGaN9S as an isolated structure from the OMol25 dataset. Energies are from ωB97M-V/def2-TZVPD.

Structure (XYZ):
```
91
Properties=species:S:1:pos:R:3:forces:R:3:lowdin_charge:R:1
Ga -1.190934 -1.569780 0.049785 -0.47 -1.00 0.32 0.34
C -2.426476 1.236344 0.158736 0.03 -0.01 -0.03 -0.06
N -2.613497 -0.080857 -0.472606 0.03 -0.06 -0.01 -0.28
C -2.495617 0.031201 -1.946812 0.02 0.06 -0.02 -0.08
C -3.951142 -0.631186 -0.104248 -0.01 0.04 -0.03 -0.13
C -3.923935 -2.097799 0.274796 -0.02 0.01 -0.10 -0.25
C -5.116166 -2.750345 0.580740 -0.02 0.00 -0.04 -0.06
C -5.092394 -4.092792 0.917296 -0.03 0.00 0.00 -0.09
C -3.885344 -4.786865 0.926195 0.03 -0.01 -0.02 -0.09
C -2.705134 -4.127694 0.621455 -0.05 0.00 0.00 -0.10
C -2.710911 -2.767121 0.312178 0.05 0.03 0.10 -0.17
H -3.186403 1.938492 -0.202054 0.01 0.00 -0.01 0.10
H -1.437656 1.617498 -0.082776 0.01 0.00 -0.03 0.06
H -2.515398 1.135627 1.238464 -0.01 0.00 0.01 0.08
H -3.200169 0.785310 -2.316146 0.00 0.00 0.01 0.10
H -2.717462 -0.935848 -2.392745 0.03 -0.02 -0.01 0.09
H -1.471362 0.297371 -2.206481 -0.01 0.01 0.00 0.06
H -4.621112 -0.484345 -0.956192 -0.04 0.03 0.03 0.13
H -4.356697 -0.035385 0.716767 0.06 -0.02 0.04 0.12
H -6.059717 -2.213477 0.556355 0.00 -0.01 -0.02 0.11
H -6.015146 -4.606280 1.157359 0.00 0.01 0.00 0.10
H -3.873573 -5.842696 1.168309 0.01 0.01 0.00 0.10
H -1.764476 -4.665078 0.621587 0.01 -0.02 0.01 0.06
N 0.514582 -1.664661 -0.540247 0.17 0.15 0.43 -0.51
C 1.802016 -1.696502 -0.044359 0.04 0.03 -0.14 -0.47
C 2.882082 -1.412252 -0.897507 -0.01 -0.10 -0.02 -0.07
C 4.178524 -1.380454 -0.416627 -0.02 0.00 0.02 -0.10
C 4.447238 -1.628835 0.927170 0.03 -0.01 0.00 -0.12
C 3.392717 -1.929295 1.778067 -0.03 0.02 -0.01 -0.11
C 2.088311 -1.979904 1.300849 0.04 0.13 -0.01 -0.11
H 2.661998 -1.221690 -1.940956 0.01 -0.01 0.00 0.10
H 4.992217 -1.151901 -1.094762 -0.01 -0.01 0.00 0.10
H 5.464201 -1.610312 1.297236 -0.01 0.01 0.00 0.09
H 3.585757 -2.159605 2.820360 0.00 -0.01 -0.01 0.10
H 1.279638 -2.274353 1.957658 -0.01 -0.04 0.01 0.09
C -0.607963 3.487460 -2.785741 -0.05 0.00 0.02 0.00
C 0.164679 2.959658 -1.627827 -0.01 -0.01 0.00 -0.37
N 0.518152 1.711713 -1.465474 0.12 0.14 -0.01 0.12
C 1.251340 1.673593 -0.297442 0.10 0.03 -0.13 -0.14
C 1.322948 2.913852 0.253420 0.01 0.00 0.02 -0.05
N 0.611596 3.740709 -0.593846 -0.03 -0.01 -0.01 -0.02
C 0.460280 5.164488 -0.437423 0.00 0.04 0.03 -0.07
N 1.445927 5.930562 -1.161006 0.05 -0.15 -0.09 -0.05
N 2.742979 5.851117 -0.776604 -0.02 0.06 0.02 0.06
N 3.480861 6.439447 -1.632608 -0.01 0.01 0.01 0.08
C 2.675175 6.923175 -2.644465 0.01 -0.03 0.00 -0.23
C 3.001521 7.632036 -3.804318 0.00 0.01 0.00 -0.01
C 1.965563 7.985851 -4.634963 0.00 0.00 0.00 -0.08
C 0.628952 7.654986 -4.324665 0.00 0.00 0.00 -0.08
C 0.293462 6.959415 -3.186064 0.00 -0.01 -0.01 -0.03
C 1.355154 6.588600 -2.354392 -0.02 0.05 0.05 -0.18
H -0.876124 2.647859 -3.422069 0.00 0.00 0.01 0.08
H -0.015734 4.188649 -3.375484 0.00 0.00 -0.01 0.07
H -1.524764 3.995756 -2.474275 0.00 0.00 0.00 0.08
H 1.741951 0.764052 0.015487 0.01 0.01 -0.03 0.08
H 1.834020 3.300803 1.118842 0.00 0.00 -0.01 0.11
H 0.552339 5.402247 0.619933 -0.01 -0.01 0.01 0.14
H -0.524432 5.473195 -0.782875 0.00 0.02 -0.02 0.13
H 4.029447 7.882848 -4.027082 -0.01 0.00 0.00 0.12
H 2.169377 8.532875 -5.545511 0.00 0.00 0.00 0.10
H -0.155329 7.960719 -5.004782 0.00 0.00 0.00 0.11
H -0.736227 6.719998 -2.955738 0.01 -0.01 -0.01 0.11
C 0.444052 -6.701545 -0.717625 -0.01 0.03 -0.04 -0.34
As 1.143131 -5.138051 0.243430 -0.17 -0.02 0.22 1.04
C 2.846042 -4.980814 -0.702413 0.00 0.03 0.01 -0.32
C 1.814032 -6.143710 1.806110 0.10 -0.02 -0.06 -0.35
S 0.044607 -2.564162 -2.014633 -0.03 0.40 -0.28 0.37
H 1.219994 -7.454449 -0.863643 0.00 0.00 0.01 0.02
H 0.058283 -6.381886 -1.685177 0.01 0.01 0.00 0.01
H -0.374645 -7.139102 -0.144549 0.00 0.00 -0.01 0.01
H 3.344971 -5.949122 -0.766071 -0.01 0.00 -0.01 0.02
H 3.482469 -4.272007 -0.171318 0.00 -0.01 -0.01 0.00
H 2.651691 -4.587586 -1.699322 -0.01 0.00 0.00 0.01
H 2.388866 -7.024009 1.511846 0.00 0.01 0.00 0.01
H 0.969616 -6.458244 2.420782 0.00 0.00 0.00 0.01
H 2.450836 -5.490331 2.404533 -0.01 0.00 0.00 0.00
C 1.270656 1.091361 4.161900 0.01 0.00 0.01 0.00
C 0.143238 0.257567 3.660381 -0.03 0.01 0.04 -0.28
C -0.896205 -0.385166 4.304913 0.01 0.05 0.00 0.03
C -1.623855 -1.050430 3.305337 0.07 -0.08 0.03 -0.29
N -1.057030 -0.826679 2.117914 0.05 0.15 -0.15 0.04
N -0.005028 -0.019959 2.361183 -0.02 0.09 -0.06 0.06
C -2.832575 -1.903431 3.501534 -0.02 0.01 -0.04 0.00
H 1.213062 1.186633 5.243646 0.00 0.00 0.00 0.08
H 1.242657 2.091999 3.728025 0.00 0.00 0.00 0.08
H 2.229073 0.637064 3.904404 -0.01 0.00 -0.01 0.08
H -1.105759 -0.381438 5.361216 0.01 -0.01 -0.01 0.11
H 0.613183 0.226308 1.601600 0.02 -0.02 -0.01 0.11
H -3.069696 -1.949621 4.562883 0.00 -0.01 0.00 0.08
H -2.671148 -2.915035 3.130800 0.00 0.01 -0.01 0.08
H -3.698230 -1.504345 2.972440 0.01 0.00 0.00 0.08
```
Positions in Å, forces in eV/Å.

* orbital gap: 0.20458 Ha
* total charge: 0


Here is C34H45N7Pd as an isolated structure from the OMol25 dataset. Energies are from ωB97M-V/def2-TZVPD.

Structure (XYZ):
```
87
Properties=species:S:1:pos:R:3:forces:R:3:lowdin_charge:R:1
Pd -0.433700 1.108583 0.205462 1.32 -5.68 -6.03 0.94
N 4.108309 2.715779 -1.455533 1.21 -1.41 1.63 0.01
N -0.095189 -0.547854 -2.395918 0.65 1.29 -1.02 0.00
C -1.781216 1.893706 1.566807 -0.33 0.37 0.92 -0.35
C -1.355017 2.910775 0.654703 0.07 1.96 0.46 -0.35
C 0.067352 3.031524 0.763755 -0.50 1.81 0.59 -0.35
C 0.967070 4.012428 0.102230 0.24 0.12 -0.13 -0.05
H 0.433807 4.594767 -0.652367 0.12 -0.05 -0.03 0.07
H 1.819661 3.518624 -0.377569 -0.11 0.16 -0.06 0.05
H 1.385741 4.711975 0.838344 -0.03 0.07 -0.03 0.07
C 0.516967 2.091903 1.743448 -0.17 0.36 1.41 -0.35
C 1.933259 1.955247 2.172917 0.39 -0.04 -0.08 -0.05
H 2.309870 2.878971 2.633056 -0.05 -0.03 -0.02 0.08
H 2.576520 1.744195 1.309317 -0.03 0.05 0.18 0.07
H 2.051625 1.148343 2.901115 0.04 0.00 -0.08 0.05
C -0.625544 1.383582 2.240104 0.14 0.75 2.09 -0.36
C -0.636751 0.339202 3.297923 -0.19 -0.18 0.30 -0.07
H 0.357698 0.224683 3.736102 -0.07 -0.10 -0.02 0.05
H -0.958820 -0.634432 2.902960 0.09 0.08 0.18 0.06
H -1.327062 0.608904 4.107558 0.04 -0.08 0.12 0.07
C -2.248085 3.741951 -0.192183 -0.17 0.27 -0.03 -0.06
H -2.648594 4.596859 0.369868 -0.11 0.08 -0.07 0.07
H -3.101078 3.158772 -0.555282 0.06 0.06 -0.03 0.06
H -1.702891 4.134869 -1.054440 -0.12 -0.05 0.02 0.07
C -3.184014 1.477748 1.807477 -0.38 -0.12 -0.08 -0.04
H -3.218807 0.589463 2.444445 -0.07 0.03 -0.06 0.07
H -3.678156 1.226259 0.860739 -0.07 0.09 0.27 0.06
H -3.767577 2.269024 2.295280 -0.02 0.00 0.03 0.08
C 5.174334 2.008373 -1.132269 -0.68 -0.22 -0.44 -0.23
H 5.783866 2.401576 -0.307504 -0.05 -0.11 -0.25 0.08
C 5.524150 0.797868 -1.769901 0.50 0.01 0.61 -0.18
H 6.495105 0.357789 -1.560937 -0.22 -0.25 0.11 0.05
C 4.580162 0.200414 -2.622471 0.05 0.54 -0.33 -0.19
H 4.745622 -0.825486 -2.975343 -0.06 0.40 -0.11 0.08
C 3.486329 0.933036 -3.034162 -0.30 0.06 0.03 -0.09
H 2.799977 0.570540 -3.802278 0.03 -0.02 0.49 0.08
C 3.347496 2.290446 -2.538461 1.11 1.19 -0.01 -0.48
C 2.862685 3.459143 -3.054884 -2.16 0.27 -2.59 -0.01
H 1.960374 3.616634 -3.723605 0.68 -0.44 0.88 -0.04
C -0.909698 -0.198579 -1.423361 -0.23 0.31 1.20 -0.32
C -0.845560 -0.688376 -3.546497 -1.01 -0.91 0.84 -0.18
H -0.419950 -0.771009 -4.533744 0.11 -0.30 0.02 0.07
C -2.173762 -0.708134 -3.200596 0.19 0.23 -0.96 -0.14
H -3.067755 -0.850049 -3.781288 0.10 -0.15 -0.11 0.08
N -2.229498 -0.385831 -1.861113 0.61 0.44 -0.18 -0.07
C -3.376729 -0.478781 -1.050384 0.25 -0.45 -0.75 -0.15
C -4.581576 0.090827 -1.502602 0.45 -0.66 0.56 -0.21
C -5.750867 -0.305333 -0.860850 -0.09 0.02 0.21 -0.03
H -6.710697 0.077902 -1.233180 0.31 -0.07 0.27 0.11
C -5.725670 -1.192966 0.221029 0.46 0.02 -0.18 -0.29
C -7.004787 -1.601717 0.886404 -0.18 -0.09 -0.01 -0.08
H -6.829862 -1.866349 1.931322 -0.09 0.03 -0.03 0.07
H -7.446788 -2.471447 0.387319 -0.02 0.02 0.07 0.07
H -7.733270 -0.787788 0.839884 0.00 -0.10 0.10 0.07
C -4.499639 -1.721468 0.649440 0.01 0.46 -0.09 -0.02
H -4.455702 -2.446522 1.465487 -0.16 0.21 -0.10 0.11
C -3.298678 -1.363990 0.033157 -0.72 -0.13 -0.30 -0.20
C -2.000042 -1.998450 0.417957 0.31 -0.36 0.98 -0.08
H -1.613083 -2.714047 -0.321446 -0.20 0.30 -0.06 0.09
H -2.130548 -2.539142 1.362601 -0.14 -0.15 -0.05 0.07
H -1.209499 -1.242867 0.588110 -0.39 -0.33 -0.20 0.02
C -4.591599 1.056024 -2.643691 -0.48 0.36 -0.31 -0.05
H -4.315057 0.595797 -3.598805 -0.07 0.20 0.28 0.06
H -3.901681 1.891947 -2.469670 -0.06 -0.23 -0.05 0.09
H -5.609372 1.455339 -2.754951 0.21 0.05 0.01 0.07
C 1.987004 -2.154906 2.153533 0.26 0.11 -0.58 -0.18
N 2.145322 -1.357976 0.921078 0.26 -0.52 0.37 -0.07
C 1.869601 -2.229744 -0.238679 0.22 0.07 0.22 -0.16
N 2.800943 -3.390248 -0.281547 0.18 -0.16 0.54 -0.09
C 2.632174 -4.153502 0.983406 0.22 0.80 -0.25 -0.19
N 2.900162 -3.324941 2.184862 0.21 -0.06 -0.11 -0.10
C 4.292933 -2.815937 2.085413 -0.58 0.26 -0.82 -0.18
N 4.506990 -2.021022 0.846435 -0.16 -0.52 0.34 -0.09
C 3.544288 -0.897165 0.847064 -0.18 -0.11 -0.25 -0.17
C 4.194454 -2.883236 -0.318023 -0.40 0.21 0.35 -0.17
H 0.950074 -2.518246 2.214334 0.23 0.14 0.03 0.12
H 2.217416 -1.516822 3.021416 -0.15 -0.16 -0.20 0.11
H 1.950182 -1.643623 -1.164582 -0.10 -0.13 0.25 0.11
H 0.847030 -2.622167 -0.141532 0.21 0.20 -0.15 0.10
H 3.341265 -4.993842 0.982189 -0.19 0.08 0.00 0.11
H 1.598451 -4.524146 1.032681 0.24 0.04 0.00 0.11
H 4.490959 -2.175319 2.956661 0.02 -0.17 -0.19 0.11
H 4.978772 -3.674109 2.072249 -0.08 0.15 0.09 0.11
H 3.753769 -0.261048 1.718744 -0.03 -0.08 -0.26 0.11
H 3.685476 -0.330374 -0.085469 -0.04 -0.01 0.35 0.11
H 4.879086 -3.744311 -0.299029 -0.10 0.16 -0.10 0.11
H 4.339543 -2.298486 -1.240237 -0.04 -0.19 0.36 0.11
```
Positions in Å, forces in eV/Å.

* multiplicity: 3
* orbital gap (alpha / beta): 0.15104 / 0.14165 Ha
* total charge: -2


Let's list M in order: 756.5; 658.2 g mol⁻¹.
Let's list energy above the lowest of the compared OMol25 structures with the same formula, charge and spin in order: 0.4392; 0.6987 eV.